Record 1
The following is a DFT calculation (the ωB97M-V functional and the def2-TZVPD basis) of a molecular structure, C20H31FeO3.

Properties
- highest occupied orbital energy (alpha / beta) (eV) = -3.753 / -5.940
- E_LUMO (alpha / beta) (eV) = 0.1 / 0.0
- <S²> = 8.86
- 2S+1 = 6
- orbital gap (alpha / beta) (eV) = 3.87 / 5.94

Cartesian coordinates (Å):
O -4.133 0.471 -4.658
C -3.024 -0.235 -5.293
C -2.150 1.031 -5.473
H -3.310 -0.669 -6.274
H -2.524 -0.963 -4.638
C -3.463 1.723 -4.989
H -1.862 1.267 -6.505
H -1.365 1.149 -4.713
C -4.124 2.458 -6.151
H -3.861 1.995 -7.112
H -3.768 3.496 -6.162
H -5.222 2.411 -6.062
C -3.437 2.566 -3.731
H -2.669 2.202 -3.049
H -4.414 2.496 -3.241
H -3.241 3.615 -3.962
Fe 1.544 -0.365 -2.518
C 1.621 0.947 0.415
C 2.755 0.041 0.390
C 3.449 0.172 -0.808
H 2.999 -0.630 1.194
C 2.816 1.263 -1.575
C 1.683 1.663 -0.843
H 0.978 2.450 -1.120
H 1.195 1.362 1.321
H 4.410 -0.278 -1.059
H 3.248 1.815 -2.402
C -0.135 -0.812 1.621
C -0.117 0.104 0.366
C -0.235 -0.775 -0.767
H -0.670 1.057 0.448
C -0.015 -2.125 -0.328
C 0.077 -2.181 1.038
H 0.310 -3.065 1.649
H -1.155 -0.805 2.082
H -0.553 -0.482 -1.792
H 0.096 -2.968 -0.992
O 1.758 -0.983 -4.222
C 1.397 -0.101 -5.356
C 1.584 -0.917 -6.620
H 2.083 0.762 -5.303
H 0.355 0.241 -5.246
C 2.304 -2.234 -6.224
H 2.175 -0.342 -7.335
H 0.608 -1.131 -7.068
C 2.456 -2.213 -4.710
H 3.285 -2.269 -6.711
H 1.719 -3.105 -6.545
H 3.509 -2.121 -4.396
H 1.999 -3.092 -4.226
C 0.740 -0.757 3.852
O 0.882 -0.407 2.513
H 1.760 -0.717 4.242
H 0.302 -1.754 4.003
H 0.109 0.011 4.314

---

Record 2
The following is a DFT calculation (the ωB97M-V functional and the def2-TZVPD basis) of a molecular structure, C20H31KN8.

Properties
- highest occupied orbital energy (eV) = -5.272
- ΔE to the lowest compared entry with this formula, charge and spin (kJ/mol) = 0.00
- E_LUMO (eV) = -0.2
- orbital gap (eV) = 5.03

Cartesian coordinates (Å):
K 0.252 -0.468 -0.386
C 2.003 1.681 -2.400
N 1.750 1.829 -0.975
C 2.942 1.643 -0.190
C 0.987 3.017 -0.703
C 1.611 4.195 -0.328
C 0.885 5.360 -0.106
C -0.492 5.321 -0.289
C -1.127 4.155 -0.677
C -0.420 2.951 -0.894
N -0.988 1.746 -1.171
C -2.147 1.606 -1.866
C -2.607 2.490 -2.868
C -3.737 2.228 -3.623
C -4.484 1.078 -3.412
C -4.072 0.201 -2.415
C -2.935 0.437 -1.661
N -2.542 -0.447 -0.599
C -2.885 -1.839 -0.763
C -2.956 0.077 0.695
H 2.702 2.443 -2.776
H 1.061 1.760 -2.942
H 2.443 0.699 -2.610
H 3.791 2.285 -0.474
H 3.288 0.608 -0.292
H 2.724 1.822 0.864
H 2.688 4.205 -0.202
H 1.385 6.270 0.195
H -1.081 6.215 -0.118
H -2.204 4.145 -0.790
H -2.025 3.381 -3.069
H -4.036 2.929 -4.395
H -5.369 0.866 -3.997
H -4.653 -0.695 -2.226
H -3.952 -2.063 -0.608
H -2.309 -2.429 -0.045
H -2.609 -2.163 -1.767
H -4.049 0.044 0.822
H -2.617 1.107 0.796
H -2.514 -0.515 1.505
C 1.815 -4.400 4.107
N 2.098 -3.038 3.659
C 1.780 -2.047 4.670
C 1.765 -2.697 2.344
N 1.068 -1.702 1.972
N 2.385 -3.555 1.436
C 2.120 -3.763 0.091
N 2.854 -4.849 -0.378
N 1.355 -3.024 -0.612
H 2.446 -4.633 4.964
H 2.020 -5.121 3.322
H 0.766 -4.510 4.406
H 2.264 -2.340 5.601
H 0.702 -1.964 4.861
H 2.168 -1.074 4.374
H 0.643 -1.247 2.775
H 3.204 -4.012 1.796
H 2.906 -5.646 0.238
H 2.672 -5.107 -1.334
H 1.264 -3.445 -1.534

---

Record 3
The following is a DFT calculation (the ωB97M-V functional and the def2-TZVPD basis) of a molecular structure, C20H31MgN5O6S5.

Properties
- highest occupied orbital energy (eV) = -0.531
- ΔE to the lowest compared entry with this formula, charge and spin (kJ/mol) = 32.62
- E_LUMO (eV) = 4.5
- net charge = -2
- orbital gap (eV) = 5.06

Cartesian coordinates (Å):
Mg 0.105 0.319 0.120
S 0.460 0.960 4.486
C -0.343 1.860 3.292
S -0.093 3.535 3.076
S -1.441 1.028 2.170
O 0.986 -2.599 -2.835
S 0.739 -2.177 -1.477
O 1.424 -2.988 -0.484
O 0.956 -0.728 -1.267
C -1.012 -2.538 -1.200
C -1.267 -3.817 -0.708
C -2.564 -4.268 -0.552
C -3.632 -3.446 -0.891
C -3.396 -2.177 -1.390
C -2.092 -1.722 -1.565
S -1.903 -0.036 -2.153
O -3.225 0.386 -2.579
O -1.486 0.667 -0.914
O -0.928 -0.012 -3.215
H -0.417 -4.435 -0.448
H -2.749 -5.265 -0.171
H -4.650 -3.793 -0.756
H -4.200 -1.508 -1.664
C 0.838 -4.006 2.886
C -0.229 -2.953 3.099
N 0.102 -1.806 2.284
C 1.395 -1.400 2.075
N 1.570 -0.288 1.426
C 2.942 0.158 1.220
C 3.852 -1.024 0.939
C 3.794 -1.947 2.141
N 2.419 -2.173 2.563
C 2.154 -3.387 3.320
H 0.900 -4.231 1.819
H 0.631 -4.918 3.452
H -0.279 -2.681 4.161
H -1.212 -3.316 2.798
H -0.521 -0.989 2.398
H 3.281 0.697 2.114
H 2.933 0.862 0.388
H 4.885 -0.717 0.755
H 3.467 -1.553 0.068
H 4.365 -1.520 2.975
H 4.243 -2.914 1.891
H 2.119 -3.164 4.394
H 2.979 -4.081 3.151
C -2.768 4.118 -0.822
C -1.305 4.299 -0.434
N -0.358 3.883 -1.472
C -0.492 4.532 -2.768
C -1.408 3.827 -3.786
C 0.513 2.850 -1.282
C 1.277 2.353 -2.488
N 0.804 2.331 -0.132
H -3.386 4.383 0.040
H -2.972 3.078 -1.079
H -3.062 4.757 -1.661
H -1.125 3.729 0.474
H -1.114 5.351 -0.197
H 0.499 4.645 -3.204
H -0.864 5.540 -2.576
H -1.467 2.756 -3.592
H -1.027 3.975 -4.800
H -2.427 4.217 -3.749
H 1.954 3.129 -2.846
H 0.613 2.041 -3.296
H 1.852 1.487 -2.176
H 0.363 2.821 0.652

---

Record 4
The following is a DFT calculation (the ωB97M-V functional and the def2-TZVPD basis) of a molecular structure, C20H31N2OReS5.

Properties
- highest occupied orbital energy (alpha / beta) (eV) = -15.743 / -16.033
- E_LUMO (alpha / beta) (eV) = -8.5 / -10.4
- <S²> = 0.79
- net charge = +3
- 2S+1 = 2
- orbital gap (alpha / beta) (eV) = 7.29 / 5.58

Cartesian coordinates (Å):
Re -0.897 1.240 0.817
C -1.834 4.565 1.901
C -2.110 3.809 3.155
S -1.346 2.198 3.090
C 0.256 2.371 3.876
C 1.272 2.963 2.942
S 1.311 1.894 1.481
C 1.875 3.117 0.276
C 1.619 2.542 -1.099
S -0.094 2.016 -1.304
C -1.016 3.441 -1.897
C -1.446 4.383 -0.804
S -2.163 3.412 0.543
H -0.802 4.920 1.847
H -2.506 5.416 1.783
H -3.179 3.627 3.281
H -1.764 4.324 4.054
H 0.540 1.360 4.181
H 0.133 2.942 4.799
H 2.268 2.980 3.385
H 1.008 3.984 2.659
H 2.941 3.295 0.422
H 1.339 4.052 0.446
H 2.193 1.626 -1.253
H 1.885 3.224 -1.907
H -1.877 3.015 -2.417
H -0.418 3.939 -2.662
H -2.209 5.071 -1.167
H -0.612 4.967 -0.414
N -2.670 0.517 -0.284
C -3.153 -0.819 0.180
C -3.117 -0.811 1.680
N -1.722 -0.447 2.066
H -3.437 1.181 -0.231
H -2.468 0.423 -1.271
H -2.444 -1.558 -0.198
H -4.138 -1.046 -0.226
H -3.406 -1.775 2.098
H -3.784 -0.055 2.101
H -1.112 -1.242 1.918
H -1.734 -0.291 3.061
C 3.559 -7.287 -4.625
C 2.395 -7.156 -3.699
O 1.252 -7.373 -3.836
S 2.964 -6.566 -1.898
C 2.231 -5.092 -1.618
C 1.296 -4.403 -2.461
C 0.762 -3.216 -2.054
C 1.106 -2.644 -0.806
C 2.034 -3.310 0.031
C 2.578 -4.496 -0.356
C 0.519 -1.437 -0.366
C -0.005 -0.416 0.068
H 3.203 -7.640 -5.588
H 4.271 -7.990 -4.186
H 4.051 -6.316 -4.707
H 0.984 -4.829 -3.398
H 0.046 -2.711 -2.688
H 2.297 -2.878 0.986
H 3.276 -5.012 0.291

---

Record 5
The following is a DFT calculation (the ωB97M-V functional and the def2-TZVPD basis) of C20H31N3O2 in the gas phase.

Properties
- highest occupied orbital energy (eV) = -7.299
- ΔE to the lowest compared entry with this formula, charge and spin (kJ/mol) = 290.32
- E_LUMO (eV) = 0.8
- SMILES = Cc1ccc(N[C@H]2CCCN(C(=O)CCN3CCCCO3)C2)cc1C
- orbital gap (eV) = 8.13

Cartesian coordinates (Å):
C 5.028 -1.047 -5.324
C 3.926 -0.854 -4.326
C 4.197 -0.867 -2.964
C 3.201 -0.687 -2.028
C 1.879 -0.491 -2.430
C 1.605 -0.484 -3.798
C 2.607 -0.658 -4.740
C 2.266 -0.637 -6.200
H 2.810 0.159 -6.709
H 1.201 -0.476 -6.347
H 2.543 -1.579 -6.672
H 0.592 -0.342 -4.143
N 0.897 -0.369 -1.473
H 1.245 -0.231 -0.536
C -0.404 0.208 -1.724
C -0.865 0.974 -0.477
N -1.046 0.053 0.624
C -0.221 0.130 1.687
O 0.612 1.023 1.779
C -0.311 -0.911 2.791
C -0.867 -0.269 4.065
N -2.298 -0.050 3.940
C -2.959 0.362 5.166
C -2.642 1.806 5.573
C -2.999 2.723 4.404
H -2.686 3.750 4.598
C -2.310 2.204 3.142
O -2.628 0.842 2.895
H -2.668 2.722 2.251
H -1.223 2.345 3.210
H -4.080 2.709 4.252
H -3.215 2.072 6.462
H -1.580 1.902 5.812
H -2.677 -0.341 5.951
H -4.034 0.267 4.984
H -0.292 0.646 4.271
H -0.736 -0.955 4.905
H 0.714 -1.227 2.995
H -0.904 -1.781 2.527
C -2.086 -0.912 0.362
H -2.291 -1.515 1.242
C -1.679 -1.774 -0.834
C -1.436 -0.887 -2.053
H -1.071 -1.493 -2.882
H -2.371 -0.413 -2.358
H -2.461 -2.503 -1.048
H -0.760 -2.312 -0.595
H -3.003 -0.359 0.127
H -0.118 1.714 -0.182
H -1.813 1.483 -0.682
H -0.346 0.913 -2.565
H 3.438 -0.693 -0.973
H 5.214 -1.016 -2.629
H 5.981 -1.182 -4.819
H 5.108 -0.183 -5.985
H 4.839 -1.922 -5.946

---

Record 6
The following is a DFT calculation (the ωB97M-V functional and the def2-TZVPD basis) of a molecular structure, C20H31O2Pd.

Properties
- highest occupied orbital energy (alpha / beta) (eV) = -1.579 / -2.210
- ΔE to the lowest compared entry with this formula, charge and spin (kJ/mol) = 0.00
- E_LUMO (alpha / beta) (eV) = 2.8 / 2.8
- <S²> = 2.01
- net charge = -1
- 2S+1 = 3
- orbital gap (alpha / beta) (eV) = 4.35 / 4.98

Cartesian coordinates (Å):
O -0.101 -0.790 -0.869
C 1.228 -1.071 -1.484
C 1.022 -2.568 -1.436
H 2.029 -0.660 -0.855
H 1.260 -0.668 -2.506
C -0.419 -2.256 -0.990
H 1.610 -3.083 -0.660
H 1.011 -3.080 -2.408
C -0.883 -2.901 0.289
H -0.095 -2.958 1.044
H -1.166 -3.931 0.048
H -1.771 -2.410 0.694
C -1.396 -2.501 -2.127
H -1.033 -2.064 -3.064
H -2.382 -2.094 -1.893
H -1.515 -3.585 -2.273
Pd -0.854 1.153 -0.241
C -1.240 3.743 -2.290
C -0.058 3.624 -1.538
C 0.442 2.262 -1.663
H 0.410 4.425 -0.970
C -0.487 1.549 -2.545
C -1.531 2.474 -2.878
H -2.363 2.250 -3.533
H -1.810 4.662 -2.439
H 1.422 1.889 -1.383
H -0.275 0.598 -3.021
C -2.978 2.190 0.580
C -3.192 1.256 -0.468
C -2.726 -0.034 -0.039
H -3.694 1.439 -1.421
C -2.237 0.128 1.324
C -2.427 1.496 1.687
H -2.223 1.939 2.668
H -3.236 3.251 0.555
H -2.852 -0.963 -0.564
H -1.889 -0.684 1.960
O 1.974 -2.270 2.061
C 1.367 -0.966 2.276
C 2.437 0.124 2.230
H 0.869 -0.959 3.264
H 0.568 -0.824 1.519
C 3.777 -0.654 2.218
H 2.379 0.753 3.118
H 2.315 0.763 1.357
C 3.393 -2.153 2.313
H 4.380 -0.347 3.069
H 4.304 -0.456 1.277
H 3.593 -2.541 3.331
H 3.966 -2.781 1.605
C 0.153 2.401 1.097
H -0.399 3.349 1.101
H 0.137 1.966 2.102
H 1.185 2.568 0.774

---

Record 7
The following is a DFT calculation (the ωB97M-V functional and the def2-TZVPD basis) of a molecular structure, C20H32B2Cl4F10N4NaO12P2S.

Properties
- highest occupied orbital energy (eV) = -3.711
- ΔE to the lowest compared entry with this formula, charge and spin (kJ/mol) = 953.93
- E_LUMO (eV) = -1.1
- net charge = -1
- orbital gap (eV) = 2.58

Cartesian coordinates (Å):
C 0.634 -3.541 -1.378
C 0.340 -2.203 -2.267
C 0.095 -1.063 -1.240
C 0.176 0.515 -1.515
C 1.773 0.795 -1.386
Cl 3.113 -0.412 -1.850
C 2.346 1.946 -0.786
C 1.577 3.146 -0.182
Cl 4.170 2.145 -0.614
N -0.631 1.042 -0.370
S -0.275 0.581 1.192
C -1.187 -0.947 1.822
O 1.173 0.268 1.531
O -0.628 1.615 2.269
C -1.784 1.844 -0.628
N -2.034 3.011 0.021
F -3.108 3.769 -0.284
N -2.789 1.555 -1.655
B -3.926 0.722 -1.144
O -3.838 -0.460 -0.355
O -5.258 1.198 -1.439
C -2.075 0.750 -2.711
B -3.058 0.738 -4.006
O -3.821 1.860 -4.481
O -3.253 -0.498 -4.755
C -0.539 1.056 -2.914
C -0.124 0.250 -4.255
O 1.283 0.040 -4.484
C 1.550 -0.097 -5.866
F 2.847 -0.624 -6.002
F 1.594 1.144 -6.534
F 0.699 -1.005 -6.516
P -0.053 2.873 -3.361
N -0.735 3.390 -4.735
O 1.654 3.052 -3.727
O -0.534 4.092 -2.273
H 0.178 -3.422 -0.317
H 0.219 -4.438 -1.944
H 1.764 -3.712 -1.301
H -0.610 -2.432 -2.869
H 1.187 -2.119 -3.009
H -0.969 -1.261 -0.847
H 0.888 -1.283 -0.432
H 1.953 3.300 0.896
H 0.465 3.178 -0.145
H 1.920 4.102 -0.728
H -1.958 -1.321 1.083
H -1.619 -0.773 2.858
H -0.422 -1.799 1.941
H -1.426 3.422 0.736
H -4.592 -0.407 0.271
H -5.195 2.166 -1.587
H -2.190 -0.344 -2.347
H -3.820 1.737 -5.457
H -3.671 -1.158 -4.157
H -0.632 -0.776 -4.357
H -0.457 0.767 -5.228
H -1.351 2.666 -5.107
H 1.780 4.040 -3.844
H 0.108 4.833 -2.370
Cl 0.953 -4.445 1.054
Na 0.166 2.307 4.056
C 4.469 -5.569 2.858
O 4.016 -4.712 1.823
H 3.604 -5.945 3.404
H 5.019 -6.411 2.428
H 5.116 -5.013 3.544
H 4.796 -4.392 1.354
F -5.108 3.920 4.808
P -4.000 5.027 4.412
F -2.907 3.948 4.925
F -5.158 5.250 3.308
F -3.754 6.621 4.321
F -2.977 4.906 3.158
F -4.080 5.509 5.951
C 2.458 -3.656 4.227
C 2.726 -2.390 4.558
C 2.795 -1.963 5.974
O 3.038 -0.806 6.278
C 2.557 -2.993 7.008
C 2.290 -4.257 6.679
C 2.221 -4.685 5.264
O 1.979 -5.837 4.967
H 2.402 -3.986 3.193
H 2.903 -1.624 3.813
H 2.613 -2.663 8.039
H 2.113 -5.022 7.425
Cl 2.827 1.370 -3.687